# 1
Density functional theory data (ωB97M-V with the def2-TZVPD basis set) for a cluster of 12 separate species, C38H86O20S11 in total.

XYZ file:
```
155
Properties=species:S:1:pos:R:3:forces:R:3:lowdin_charge:R:1
C -23.7946 -6.0244 0.5782 1.60 -1.06 -0.65 -0.19
C -25.0616 -5.8641 -0.2774 0.29 0.54 -0.10 -0.19
C -25.0874 -4.4042 -0.6824 -0.15 0.19 -2.47 -0.28
S -24.6382 -3.6084 0.7707 0.18 2.45 0.78 0.65
O -25.7145 -3.7948 1.7139 -0.12 0.07 0.01 -0.29
O -24.1107 -2.2601 0.5657 -0.72 -0.75 -0.03 -0.34
C -23.3618 -4.6898 1.1962 -0.25 -1.09 1.71 -0.24
H -22.8910 -6.4104 0.0238 -1.17 0.41 0.14 0.13
H -23.9827 -6.7460 1.3415 -0.13 -0.50 0.62 0.10
H -25.9466 -6.0000 0.3541 0.14 -0.26 -0.18 0.12
H -25.1387 -6.4867 -1.1646 0.23 -0.31 0.17 0.10
H -26.0538 -4.1429 -1.0495 -0.84 0.50 0.63 0.05
H -24.5101 -4.0251 -1.5634 0.51 -0.84 0.94 0.09
H -23.3643 -4.7120 2.3117 -0.03 0.00 -0.77 0.13
H -22.3984 -4.3806 0.8634 0.49 0.44 -0.53 0.07
C -22.4756 2.5209 -5.4287 -0.10 0.57 -0.11 -0.19
C -21.2044 3.4237 -5.5235 -0.59 0.17 0.01 -0.20
C -20.4115 3.2733 -4.2311 0.07 -0.34 0.36 -0.22
S -20.5273 1.5209 -3.9461 -0.27 -1.75 -0.20 0.68
O -20.4357 1.1091 -2.5529 0.20 0.47 -0.43 -0.34
O -19.6756 0.8085 -4.9056 -0.27 0.80 0.56 -0.34
C -22.2250 1.3057 -4.5374 0.75 -0.88 -0.09 -0.20
H -22.7976 2.2754 -6.4383 0.02 -0.18 0.15 0.07
H -23.2708 3.1042 -4.9911 -0.33 0.18 0.23 0.11
H -21.4634 4.4911 -5.6754 0.05 -0.69 -0.08 0.13
H -20.6221 3.0661 -6.3823 0.14 0.29 0.30 0.10
H -20.8134 3.7495 -3.3081 0.14 -0.08 -0.80 0.11
H -19.3618 3.4699 -4.4022 0.28 0.24 0.32 0.10
H -22.8832 1.2110 -3.6484 0.30 0.12 -0.80 0.08
H -22.1364 0.3217 -5.0863 -0.38 0.98 0.64 0.09
C -20.5864 -7.2888 -5.7276 -0.58 0.73 -1.76 -0.18
C -20.9223 -5.7817 -5.8674 -0.40 -0.24 0.93 -0.21
C -21.8627 -5.6049 -7.0341 1.48 1.62 -2.11 -0.26
S -22.8471 -7.0352 -7.0772 1.18 -1.27 -1.11 0.64
O -22.6442 -7.7260 -8.3481 -0.66 0.57 0.91 -0.32
O -24.1454 -6.7223 -6.5716 -1.68 -0.09 0.00 -0.34
C -21.9717 -7.9414 -5.8263 0.52 -0.61 0.79 -0.23
H -20.1436 -7.5638 -4.8034 0.60 -0.02 0.78 0.10
H -19.9362 -7.5916 -6.5751 -0.32 0.03 0.52 0.13
H -20.0938 -5.0936 -5.8988 0.45 0.01 -0.26 0.11
H -21.5292 -5.4813 -5.0159 0.15 -0.07 0.60 0.10
H -21.2911 -5.5706 -8.0099 -0.60 -0.13 0.97 0.13
H -22.4372 -4.6555 -7.0033 0.12 -0.80 0.08 0.10
H -21.9320 -9.0044 -6.0967 -0.21 0.33 0.04 0.11
H -22.4705 -7.8008 -4.8459 -0.02 -0.13 -0.66 0.12
C -23.9567 2.1014 1.3891 -0.77 1.10 0.94 -0.21
C -23.4999 0.8292 0.6597 -0.54 0.05 0.51 -0.24
C -22.6625 1.2785 -0.4999 0.56 -0.85 -1.19 -0.26
S -23.4819 2.7284 -1.1732 0.15 0.73 1.26 0.68
O -24.4149 2.4668 -2.2454 0.18 -0.37 0.07 -0.32
O -22.4325 3.7059 -1.3648 -0.12 0.24 -0.45 -0.34
C -24.3979 3.1745 0.3712 -0.08 -1.46 -1.36 -0.20
H -23.1504 2.6109 1.9374 -0.01 -0.79 0.24 0.12
H -24.8252 1.8935 2.0877 1.19 0.22 -0.64 0.13
H -24.3552 0.2943 0.2444 -0.20 -0.04 0.29 0.10
H -23.0143 0.1380 1.3711 -0.02 0.31 -0.53 0.12
H -22.5942 0.5138 -1.3311 0.12 1.13 1.08 0.08
H -21.6689 1.6490 -0.1916 -0.38 -0.30 -0.39 0.12
H -25.4435 2.9928 0.1324 -0.11 0.48 -0.15 0.10
H -24.1502 4.2204 0.5298 -0.13 -0.12 0.39 0.10
C -25.6615 -0.6179 -7.3328 0.01 -0.30 -0.14 -0.21
C -26.3268 -0.4974 -8.6886 0.85 0.33 0.13 -0.21
C -25.7198 0.7547 -9.2951 -0.50 0.44 -0.62 -0.23
S -24.0065 0.7403 -8.8832 -0.69 -0.71 0.34 0.67
O -23.7223 2.0616 -8.3651 0.70 -0.19 -0.07 -0.33
O -23.2746 0.1611 -9.9815 0.72 0.25 -0.19 -0.33
C -24.1687 -0.5415 -7.5949 -1.23 0.87 -1.66 -0.18
H -25.8973 -1.6208 -7.0575 -0.16 -0.74 1.05 0.09
H -26.0568 0.0976 -6.6238 0.14 0.18 0.29 0.12
H -27.4046 -0.4740 -8.5527 -0.06 -0.09 -0.49 0.12
H -25.9444 -1.3848 -9.2092 -0.79 0.11 -0.38 0.09
H -25.9875 1.6740 -8.7452 -0.68 -0.30 -0.72 0.11
H -25.7685 0.7938 -10.4018 -0.21 0.43 0.70 0.12
H -23.5800 -0.3050 -6.7716 1.24 0.10 1.36 0.06
H -23.8945 -1.4092 -8.1709 0.61 -0.57 0.29 0.09
C -19.7461 0.1263 -8.1828 -0.81 0.41 1.00 -0.20
C -18.7143 -0.2389 -9.2498 -0.55 0.34 -0.50 -0.19
C -19.3836 -1.4455 -9.9077 2.11 -0.86 -1.55 -0.25
S -20.1235 -2.4005 -8.6543 -0.21 0.10 0.47 0.64
O -19.2948 -3.5428 -8.3154 -0.25 0.05 -0.23 -0.33
O -21.5044 -2.6046 -9.0103 -0.47 -0.35 0.27 -0.32
C -19.9196 -1.1721 -7.3796 -1.97 -0.45 0.01 -0.22
H -20.7007 0.2917 -8.6787 -0.24 0.10 -0.22 0.10
H -19.6521 1.0078 -7.5095 0.69 -0.67 -0.53 0.11
H -17.8437 -0.5888 -8.7534 1.19 0.06 0.32 0.10
H -18.4762 0.5348 -10.0234 -0.20 -0.56 0.90 0.14
H -18.7011 -2.2312 -10.3247 -0.14 1.06 -0.08 0.12
H -20.0166 -1.0833 -10.6959 -0.86 -0.29 -0.07 0.11
H -19.0916 -1.5344 -6.8016 0.51 0.32 0.45 0.10
H -20.8829 -1.3107 -6.8216 0.89 0.62 -0.05 0.11
C -26.6558 -0.6155 -3.6466 1.76 0.02 -1.26 -0.03
C -25.4684 -1.1218 -2.8363 -0.40 -0.44 0.31 -0.18
O -24.2988 -1.0953 -3.6761 0.32 0.27 0.36 0.03
C -23.9645 -2.1130 -4.4306 0.01 -1.72 -0.98 -0.60
O -22.9345 -2.1026 -5.0857 -0.90 -0.17 0.32 0.07
O -24.8661 -3.1507 -4.4148 1.11 1.13 0.25 -0.03
C -24.6553 -4.2697 -5.3257 -0.93 1.48 0.51 -0.01
H -26.7216 -1.3022 -4.5087 -0.62 0.18 0.48 0.06
H -26.3886 0.3722 -4.0952 -0.21 -0.50 0.66 0.10
H -27.5635 -0.5458 -3.0923 -0.70 -0.06 0.27 0.06
H -25.5509 -2.1286 -2.3963 -0.33 0.21 -0.62 0.09
H -25.2240 -0.5271 -1.9721 0.20 0.73 0.08 0.11
H -25.6448 -4.7141 -5.3350 0.08 -0.14 -0.51 0.08
H -23.9238 -4.9500 -4.9860 0.80 -0.61 0.86 0.06
H -24.3190 -3.8907 -6.2696 -0.27 0.15 -0.68 0.07
C -30.6141 -3.8637 -5.3535 -0.11 0.96 0.16 -0.24
S -29.2920 -2.8837 -6.1253 -2.10 1.28 0.11 0.81
O -28.0389 -3.0156 -5.3708 1.13 -0.22 1.11 -0.55
C -29.0195 -3.9413 -7.4478 -0.66 -1.50 0.58 -0.27
H -30.1856 -4.7599 -4.9148 0.12 0.03 0.47 0.05
H -31.3379 -4.2038 -6.1037 0.12 0.42 0.05 0.06
H -31.0687 -3.1183 -4.6624 0.13 -1.06 -0.08 0.04
H -28.3120 -3.4450 -8.0118 1.47 0.69 -1.73 -0.01
H -29.9239 -4.2318 -7.9749 0.15 -0.07 -0.09 0.07
H -28.5071 -4.7217 -6.8832 -0.08 -0.70 -0.65 0.04
C -20.7190 -2.9236 -3.3469 -0.77 1.70 0.73 -0.19
S -22.0185 -3.2585 -2.0681 0.36 -1.13 -0.16 0.85
O -21.4908 -4.4161 -1.2508 -0.38 0.22 -0.55 -0.54
C -21.6707 -1.7967 -1.1607 0.80 1.04 -0.10 -0.26
H -20.7841 -3.4809 -4.2513 -0.49 -0.44 -0.45 0.02
H -19.8702 -3.1880 -2.7983 1.60 -0.68 0.75 0.03
H -20.6093 -1.8342 -3.5457 -0.44 -0.76 -0.11 0.06
H -20.5825 -1.8523 -0.9184 -0.78 0.27 0.02 0.09
H -22.3111 -1.4957 -0.2929 0.52 -0.93 -1.01 0.05
H -21.7989 -1.1182 -2.0135 0.15 0.61 0.60 0.02
C -24.5909 -3.6940 -10.9701 -2.70 0.46 0.28 -0.25
S -24.8149 -4.5585 -9.4406 -1.46 -0.51 1.17 0.83
O -26.0158 -3.9028 -8.7811 0.83 0.04 -0.30 -0.56
C -25.4564 -6.1705 -9.9828 0.25 0.54 0.33 -0.23
H -23.8195 -4.1268 -11.5339 1.16 -0.24 -0.83 0.04
H -24.4335 -2.7008 -10.5876 0.83 0.56 -0.22 0.02
H -25.5745 -3.6046 -11.5132 0.92 -0.53 0.38 0.09
H -25.8464 -6.6823 -9.0639 0.22 0.53 -1.07 0.07
H -24.5934 -6.6693 -10.3708 0.61 -0.76 -0.04 0.03
H -26.1298 -6.0358 -10.8309 -0.46 0.00 0.49 0.06
C -26.9277 -8.6289 -5.9733 -0.98 0.21 0.93 -0.21
S -27.5186 -7.0874 -5.0928 -2.47 0.05 -2.53 0.79
O -28.8876 -7.3746 -4.5206 1.06 -0.03 -0.20 -0.55
C -26.3683 -7.1409 -3.8367 -0.50 -1.86 0.78 -0.29
H -26.9304 -9.4376 -5.2012 -0.09 0.47 -0.75 0.06
H -25.9278 -8.4541 -6.3560 0.07 0.08 -0.10 0.02
H -27.6618 -8.8245 -6.7850 0.56 0.10 0.62 0.06
H -26.5884 -6.4214 -3.0941 -0.30 0.74 0.76 0.03
H -25.4807 -6.9119 -4.3521 1.69 -0.14 -0.21 0.02
H -26.5345 -8.1790 -3.4979 0.97 0.49 0.60 0.07
C -29.8000 -2.9307 -0.1487 0.55 0.03 0.00 -0.26
S -29.8062 -3.0984 -1.9253 0.25 0.11 -0.53 0.82
O -29.9777 -1.7292 -2.4954 -0.54 0.10 0.08 -0.54
C -28.0582 -3.3210 -2.1732 0.24 0.09 -0.89 -0.26
H -29.0409 -2.2059 0.1558 -0.14 -0.09 0.04 0.07
H -29.6773 -3.8864 0.3346 0.49 -0.48 0.01 0.05
H -30.7790 -2.6297 0.1391 -0.81 0.65 0.09 0.04
H -27.8673 -3.5121 -3.2438 -0.39 0.73 0.15 0.04
H -27.6609 -4.2081 -1.7442 0.01 -0.66 1.06 0.02
H -27.5881 -2.3798 -1.8432 -0.11 -0.62 -0.04 0.06
```
Positions in Å, forces in eV/Å.

As for the spin multiplicity: 1. Its net charge is 0. Its energy relative to the best compared isomer or geometry (same formula, charge and spin) is 0.731 eV. Its HOMO energy is -8.744 eV. The total energy is -200931.1533 eV.

---

# 2
Density functional theory data (ωB97M-V with the def2-TZVPD basis set) for the molecule C4H7NOS.

XYZ file:
```
14
Properties=species:S:1:pos:R:3:forces:R:3:lowdin_charge:R:1
N 1.0931 0.0721 1.4814 -2.91 -6.98 2.92 0.07
C 0.3773 -0.1288 0.3333 1.47 -0.93 -2.59 -0.41
C 0.2804 -1.3815 -0.3027 -1.81 5.43 1.48 -0.02
C -0.7572 -1.5322 -1.2902 -0.18 -4.93 -2.80 -0.27
O -1.1220 -2.7078 -1.5717 0.20 1.87 1.00 -0.05
C 0.1603 1.1778 -0.4105 -2.38 -2.72 -3.03 -0.60
S -0.1977 2.5924 0.5135 -1.82 1.17 1.82 0.74
H 0.5022 -0.5637 2.3512 2.85 2.74 -3.10 0.24
H 1.0874 0.9981 1.6371 0.08 3.95 1.78 -0.05
H 0.5569 -2.1076 0.3815 0.41 -2.25 0.43 0.09
H -1.1398 -0.8942 -2.1241 0.49 1.07 1.39 0.12
H 1.0496 1.3724 -0.9650 1.04 0.41 -0.14 0.08
H -0.5626 0.9437 -1.3220 1.08 0.77 2.08 0.11
H -1.3281 2.1592 1.2883 1.50 0.39 -1.25 -0.05
```
Positions in Å, forces in eV/Å.

As for the spin multiplicity: 1. Its net charge is 0. Its energy relative to the best compared isomer or geometry (same formula, charge and spin) is 3.283 eV. Its HOMO energy is -8.997 eV. The structure (SMILES) is N/C(=C/C=O)CS. The total energy is -18631.2668 eV.

---

# 3
Density functional theory data (ωB97M-V with the def2-TZVPD basis set) for a cluster of 2 separate species, CH9N3 in total.

XYZ file:
```
13
Properties=species:S:1:pos:R:3:forces:R:3:lowdin_charge:R:1
N -0.2695 -0.6665 0.1257 0.04 0.20 -0.67 -0.01
C -1.6715 -0.3572 0.2132 -0.07 0.17 0.24 -0.39
N -1.9533 0.7240 1.1488 -0.46 -0.46 -0.56 -0.01
H 0.0746 -1.0544 -0.7356 0.10 -0.09 0.29 0.05
H 0.3413 -0.7100 0.9196 -0.21 -0.22 0.08 0.06
H -1.9949 -0.0855 -0.7938 -0.01 0.19 0.01 0.10
H -2.3353 -1.1838 0.4989 0.21 -0.14 0.18 0.10
H -1.8719 0.3739 2.0853 0.05 0.03 0.41 0.05
H -1.2942 1.4686 1.0181 0.30 0.32 0.00 0.05
N 2.6950 0.0876 -0.9465 0.53 0.97 -0.09 -0.01
H 3.4827 0.0927 -1.5943 0.00 -0.34 0.03 0.01
H 2.8819 0.9450 -0.4074 -0.22 -0.52 0.06 0.02
H 1.9152 0.3655 -1.5320 -0.28 -0.12 0.01 -0.01
```
Positions in Å, forces in eV/Å.

As for the spin multiplicity: 1. Its net charge is 0. Its energy relative to the best compared isomer or geometry (same formula, charge and spin) is 0.261 eV. Its HOMO energy is -8.586 eV. The structure (SMILES) is NCN.N. The total energy is -5652.9898 eV.

---

Quick rundown of gap between HOMO and LUMO, same order as above: 9.0; 9.2; 9.6 eV